#A
Entry from OMol25: 2 unconnected molecules or ions with the total composition C4H9O3 (ωB97M-V with the def2-TZVPD basis set).

Geometry as ORCA input:
```
! RIJCOSX wB97M-V def2-TZVPD def2/J DEFGRID3
* xyz -1 1
O 0.81917 0.03185 2.18935
C 0.84490 -0.54775 1.05127
C 1.44488 0.31574 -0.11085
C 0.71618 -0.10731 -1.38323
C -0.68964 -0.41885 -0.87898
O -0.60998 -0.75582 0.50536
H 1.23530 -1.58734 0.91740
H 2.52960 0.16887 -0.16532
H 1.18890 1.32788 0.19686
H 0.62560 0.70198 -2.11108
H 1.24980 -0.91819 -1.89529
H -1.21657 0.53901 -0.86765
H -1.27784 -1.15272 -1.43132
H -2.11309 1.33021 1.84069
H -2.08261 0.14746 0.98800
O -2.66460 0.92498 1.15480
*
```

The calculation puts the LUMO energy at 4.20 eV. The value obtained for the gap between HOMO and LUMO is 7.3 eV.

natural (NBO) atomic charge list, values in e, 4 entries: -0.8673, 0.4327, -0.4729, -0.4357

#B
Entry from OMol25: 2 unconnected molecules or ions with the total composition C4H9O3 (ωB97M-V with the def2-TZVPD basis set).

Geometry as ORCA input:
```
! RIJCOSX wB97M-V def2-TZVPD def2/J DEFGRID3
* xyz -1 1
C 1.24495 -0.74201 0.09028
C 1.61320 -2.19970 0.28025
O 0.27636 -0.30729 0.98505
H 2.17504 -0.17096 0.20156
H 0.92037 -0.58859 -0.94500
H 0.87595 -2.90243 -0.13399
H -0.60258 -0.49088 0.58888
H 1.59135 -2.43041 1.34760
H 2.59656 -2.43645 -0.12585
C -1.40075 2.13665 0.16602
C -1.67950 1.19561 -1.00740
O -1.91227 1.71452 -2.11476
O -1.70750 -0.04191 -0.74316
H -0.35329 2.39691 0.32731
H -1.81745 1.72534 1.09295
H -1.82043 3.14158 -0.00972
*
```

The calculation puts the LUMO energy at 3.94 eV. The value obtained for the gap between HOMO and LUMO is 8.2 eV.

natural (NBO) atomic charge list, values in e, 4 entries: -0.0595, -0.6319, -0.7653, 0.1385

Which of them is most stable? Easy: #B.

#A
Entry from OMol25: 2 unconnected molecules or ions with the total composition C4H9O3 (ωB97M-V with the def2-TZVPD basis set).

Geometry as ORCA input:
```
! RIJCOSX wB97M-V def2-TZVPD def2/J DEFGRID3
* xyz -1 1
C -0.88867 -0.15634 0.98345
C -1.61275 -0.16562 2.29841
O 0.48976 -0.39766 1.20983
H -1.27834 -0.86370 0.24055
H -0.96345 0.77991 0.40765
H -1.30038 0.62009 2.98996
H 0.81182 -0.94140 0.43894
H -1.50783 -1.15891 2.72834
H -2.68556 0.03709 2.16864
C 1.56587 0.91589 -1.75828
C 0.91488 -0.44616 -2.11961
O 0.50313 -0.58516 -3.27962
O 0.91594 -1.32000 -1.19589
H 1.69092 0.96292 -0.68189
H 0.85436 1.66192 -2.10840
H 2.49031 1.05712 -2.32210
*
```

The calculation puts the LUMO energy at 3.91 eV. The value obtained for the gap between HOMO and LUMO is 8.3 eV.

natural (NBO) atomic charge list, values in e, 4 entries: -0.0725, -0.6197, -0.7938, 0.1797

#B
Entry from OMol25: 2 unconnected molecules or ions with the total composition C4H9O3 (ωB97M-V with the def2-TZVPD basis set).

Geometry as ORCA input:
```
! RIJCOSX wB97M-V def2-TZVPD def2/J DEFGRID3
* xyz -1 1
C 2.35591 -0.16742 0.45505
O 2.83160 0.30071 1.71882
H 2.09707 0.66726 2.20409
H 1.93313 0.64866 -0.13852
H 1.54057 -0.85090 0.68504
H 3.15756 -0.58182 -0.14374
C -2.09180 0.11676 -0.68783
C -0.74243 0.96236 -0.50961
C -1.61180 -1.34254 -0.07892
O -1.06847 -1.51780 1.01541
O -1.96032 -2.21401 -0.92489
H -3.01373 0.58973 -0.40878
H -1.98241 -0.13144 -1.73406
H -0.43830 0.88058 0.53047
H -0.94597 2.03421 -0.72212
H -0.06062 0.60564 -1.26041
*
```

The calculation puts the LUMO energy at 3.70 eV. The value obtained for the gap between HOMO and LUMO is 7.4 eV.

natural (NBO) atomic charge list, values in e, 4 entries: -0.2599, -0.7468, 0.4655, 0.1598

#C
Entry from OMol25: 2 unconnected molecules or ions with the total composition C4H9O3 (ωB97M-V with the def2-TZVPD basis set).

Geometry as ORCA input:
```
! RIJCOSX wB97M-V def2-TZVPD def2/J DEFGRID3
* xyz -1 1
C 2.33737 0.84713 0.83857
C 1.62308 0.31533 2.05877
O 3.23446 -0.03701 0.28241
H 1.64683 1.11828 0.07330
H 2.79907 1.83760 1.12629
H 1.73881 -0.75049 2.18954
H 3.82454 0.18778 -0.53360
H 0.46462 0.50983 2.05727
H 2.14812 0.82536 2.94665
C -3.07862 0.03990 -1.47927
C -1.87890 -0.39045 -0.78239
O -1.93332 -0.91852 0.31930
O -0.87020 -0.13883 -1.44762
H -3.83332 -0.17653 -0.67434
H -3.29242 -0.73905 -2.28851
H -2.96142 1.07065 -1.94343
*
```

The calculation puts the LUMO energy at 3.43 eV. The value obtained for the gap between HOMO and LUMO is 6.9 eV.

natural (NBO) atomic charge list, values in e, 4 entries: -0.0530, -0.6348, -0.7506, 0.1850

Which of them is most stable? Easy: #A.